Entry 1:
Formula: C5H4CdO4
Source: the Open Molecules 2025 dataset
Level of theory: ωB97M-V/def2-TZVPD

Each line ends with the Mulliken spin population.
CARTESIAN COORDINATES (ANGSTROEM)
C1 -3.461 0.340 -0.249  0.218
C2 -3.698 1.495 -0.531  0.773
H1 -3.577 0.174 0.889  0.009
H2 -1.007 1.534 0.489  -0.005
O1 0.114 -0.210 -0.379  -0.001
C3 0.625 1.023 -0.362  0.002
O2 1.770 1.254 -0.725  -0.001
O3 -0.144 1.891 0.171  0.004
Cd1 3.049 2.638 -0.925  0.000
C4 1.271 -1.729 0.527  0.000
C5 0.949 -1.324 -0.664  0.000
O4 1.577 -2.314 1.549  0.000
H3 1.477 -1.654 -1.564  0.000
H4 1.053 -3.119 1.774  0.000

The spin multiplicity is 2. Its energy above the lowest of the compared OMol25 structures with the same formula, charge and spin is 5.2 kJ/mol. As for the total charge: +3. The calculation puts the LUMO energy (alpha / beta) at -16.087 / -16.088 eV.

Entry 2:
Formula: C3H4
Source: the Open Molecules 2025 dataset
Level of theory: ωB97M-V/def2-TZVPD

Each line ends with the natural charge from an NBO analysis.
CARTESIAN COORDINATES (ANGSTROEM)
C1 -0.101 -0.108 0.933  -0.697
C2 0.324 0.099 -0.444  0.004
C3 0.187 0.307 -1.543  -0.258
H1 -1.183 -0.107 0.851  0.249
H2 0.062 -1.123 1.240  0.228
H3 0.519 0.431 1.592  0.239
H4 0.191 0.502 -2.628  0.235

Its energy above the lowest of the compared OMol25 structures with the same formula, charge and spin is 82.2 kJ/mol. As for the total charge: 0. The calculation puts the LUMO energy at 1.085 eV.